Here is a cluster of 2 separate species, C2O2S2 in total in a non-equilibrium geometry from the Open Molecules 2025 dataset. Energies are from the ωB97M-V functional and the def2-TZVPD basis.

Cartesian coordinates (Å):
C1 -1.43 -0.54 -0.05
C2 1.40 0.36 0.18
O1 -1.46 -1.60 0.46
O2 0.58 0.41 1.00
S1 2.58 0.51 -0.82
S2 -1.67 0.86 -0.77

Electronic energy ... -1023.093252 a.u.
SMILES string ... O=C=S.O=C=S
ΔE to the lowest compared entry with this formula, charge and spin ... 32.4 kJ/mol
Kohn-Sham gap ... 10.82 eV

---

Here is a cluster of 2 separate species, C2O2S2 in total in a non-equilibrium geometry from the Open Molecules 2025 dataset. Energies are from the ωB97M-V functional and the def2-TZVPD basis.

Cartesian coordinates (Å):
C1 1.84 0.46 0.16
C2 -1.98 -0.52 -0.17
O1 1.71 1.50 0.68
O2 2.01 -0.59 -0.21
S1 -2.17 -0.73 -1.70
S2 -1.41 -0.11 1.23

Electronic energy ... -1023.093691 a.u.
ΔE to the lowest compared entry with this formula, charge and spin ... 31.3 kJ/mol
Kohn-Sham gap ... 9.32 eV

---

Here is a cluster of 2 separate species, C2O2S2 in total in a non-equilibrium geometry from the Open Molecules 2025 dataset. Energies are from the ωB97M-V functional and the def2-TZVPD basis.

Cartesian coordinates (Å):
C1 -1.28 0.09 -1.29
C2 1.30 -0.02 1.22
O1 -2.40 0.19 -1.04
O2 -0.16 -0.08 -1.42
S1 2.54 -0.83 0.73
S2 0.01 0.66 1.80

Electronic energy ... -1023.098881 a.u.
ΔE to the lowest compared entry with this formula, charge and spin ... 17.6 kJ/mol
Kohn-Sham gap ... 9.58 eV

---

Here is a cluster of 2 separate species, C2O3 in total from the Open Molecules 2025 dataset. Energies are from the ωB97M-V functional and the def2-TZVPD basis.

Cartesian coordinates (Å):
C1 -1.64 -1.25 2.85
C2 0.85 1.04 -2.09
O1 1.56 0.64 -2.91
O2 0.14 1.44 -1.26
O3 -0.91 -1.87 3.42

Electronic energy ... -301.963250 a.u.
ΔE to the lowest compared entry with this formula, charge and spin ... 0.5 kJ/mol
Kohn-Sham gap ... 13.53 eV

---

Here is a cluster of 2 separate species, C2O4 in total in a non-equilibrium geometry from the Open Molecules 2025 dataset. Energies are from the ωB97M-V functional and the def2-TZVPD basis.

Cartesian coordinates (Å):
O1 -1.14 1.49 -0.16
C1 0.00 1.20 0.00
O2 1.14 1.49 0.16
O3 -0.13 -1.53 -1.14
O4 0.14 -1.54 1.13
C2 0.00 -1.11 0.00

Charge ... -1
2S+1 ... 2
Electronic energy ... -377.243017 a.u.
Kohn-Sham gap (spin up / spin down) ... 6.50 / 9.48 eV

---

Here is an isolated molecule of C2OS in a non-equilibrium geometry from the Open Molecules 2025 dataset. Energies are from the ωB97M-V functional and the def2-TZVPD basis.

Cartesian coordinates (Å):
C1 0.11 0.08 -0.10
C2 1.14 0.30 -0.76
O1 -0.92 -0.80 0.94
S1 -1.48 0.61 0.42

Electronic energy ... -549.349793 a.u.
ΔE to the lowest compared entry with this formula, charge and spin ... 529.0 kJ/mol
Kohn-Sham gap ... 6.84 eV

---

Here is a structure of composition C30H19Cl2IN6O2RuS2 in a non-equilibrium geometry from the Open Molecules 2025 dataset. Energies are from the ωB97M-V functional and the def2-TZVPD basis.

Cartesian coordinates (Å):
Ru1 -0.36 -0.09 1.34
Cl1 0.82 -4.44 6.94
C1 0.12 -3.64 5.57
C2 -0.97 -4.21 4.94
C3 -1.54 -3.57 3.86
I1 -3.21 -4.39 2.88
C4 -1.07 -2.37 3.31
O1 -1.61 -1.82 2.31
C5 0.10 -1.81 3.97
N1 0.61 -0.70 3.43
C6 1.65 -0.12 3.99
C7 2.26 -0.63 5.14
C8 1.79 -1.79 5.69
C9 0.68 -2.43 5.11
H1 -1.37 -5.14 5.31
H2 2.04 0.78 3.52
H3 3.10 -0.10 5.57
H4 2.25 -2.23 6.57
S1 0.81 2.22 0.91
C10 0.25 3.31 2.12
C11 0.85 4.58 2.15
C12 0.50 5.52 3.10
C13 1.13 6.78 3.14
N2 1.66 7.80 3.16
C14 -0.50 5.21 4.06
C15 -1.12 3.97 4.01
C16 -0.76 3.00 3.06
S2 -1.59 1.50 3.15
C17 -0.86 6.13 5.06
N3 -1.17 6.86 5.89
H5 1.60 4.81 1.41
H6 -1.90 3.73 4.72
C18 2.46 -4.79 -5.94
C19 1.69 -3.50 -5.93
C20 0.80 -3.18 -6.95
C21 0.10 -1.99 -6.93
C22 0.26 -1.08 -5.88
N4 -0.46 0.12 -5.92
C23 -1.04 0.85 -4.91
O2 -1.53 1.93 -5.17
N5 -1.04 0.25 -3.68
C24 -1.50 0.78 -2.48
C25 -1.84 2.12 -2.33
C26 -2.36 2.53 -1.11
C27 -2.45 1.61 -0.07
N6 -2.02 0.35 -0.19
C28 -1.60 -0.07 -1.38
C29 1.18 -1.38 -4.88
C30 1.87 -2.58 -4.91
H7 2.20 -5.40 -6.81
H8 2.25 -5.36 -5.04
H9 3.53 -4.59 -5.96
H10 0.65 -3.87 -7.77
H11 -0.59 -1.76 -7.73
H12 -0.66 0.48 -6.84
H13 -0.71 -0.71 -3.64
H14 -1.73 2.81 -3.15
H15 -2.66 3.55 -0.96
H16 -2.88 1.88 0.89
H17 -1.34 -1.12 -1.46
H18 1.39 -0.67 -4.09
H19 2.58 -2.79 -4.12
Cl2 1.26 -1.15 -0.06

Charge ... -1
2S+1 ... 6
Electronic energy ... -3743.142498 a.u.
ΔE to the lowest compared entry with this formula, charge and spin ... 56.2 kJ/mol
Kohn-Sham gap (spin up / spin down) ... 7.03 / 5.73 eV

---

Here is a structure of composition C30H19F3O10V in a non-equilibrium geometry from the Open Molecules 2025 dataset. Energies are from the ωB97M-V functional and the def2-TZVPD basis.

Cartesian coordinates (Å):
O1 4.41 -1.67 -0.49
V1 2.84 -1.34 -0.58
O2 2.59 -0.47 -1.86
C1 -0.68 -8.64 -4.62
C2 -0.84 -7.53 -3.69
C3 0.39 -6.79 -3.13
O3 0.27 -5.85 -2.39
C4 1.75 -7.20 -3.63
C5 1.79 -8.19 -4.58
C6 0.52 -8.94 -5.05
O4 0.66 -9.92 -5.86
O5 3.00 -8.58 -4.93
O6 -1.92 -7.09 -3.23
H1 -1.54 -9.24 -4.89
H2 2.57 -6.74 -3.11
C7 -2.70 1.50 4.45
C8 -2.67 2.34 5.49
C9 -1.35 2.99 5.96
O7 -1.22 3.89 6.96
C10 -0.13 2.59 5.38
C11 -0.04 1.68 4.27
C12 -1.44 1.17 3.72
O8 -1.35 0.71 2.56
O9 0.99 1.35 3.60
O10 -3.77 2.44 6.13
H3 -3.59 1.04 4.05
H4 0.81 3.04 5.66
F1 -4.26 8.17 0.87
C13 -2.97 7.73 1.02
C14 -2.18 8.59 1.75
C15 -0.82 8.29 1.83
C16 -0.27 7.23 1.08
C17 -1.08 6.35 0.33
C18 -2.45 6.69 0.33
H5 -2.60 9.41 2.32
H6 -0.20 8.96 2.40
H7 0.77 6.94 1.09
H8 -0.70 5.47 -0.18
H9 -3.14 6.09 -0.26
F2 -5.43 1.92 -9.02
C19 -4.71 2.77 -8.28
C20 -3.48 2.40 -7.77
C21 -2.82 3.26 -6.93
C22 -3.32 4.53 -6.78
C23 -4.47 4.97 -7.41
C24 -5.18 4.06 -8.17
H10 -3.06 1.47 -8.13
H11 -1.88 3.02 -6.48
H12 -2.79 5.15 -6.07
H13 -4.69 6.03 -7.37
H14 -6.08 4.37 -8.67
F3 3.53 -4.64 4.35
C25 4.66 -4.84 5.16
C26 4.73 -4.08 6.35
C27 5.87 -4.19 7.16
C28 6.81 -5.19 6.87
C29 6.70 -6.01 5.72
C30 5.62 -5.82 4.89
H15 3.96 -3.43 6.74
H16 5.96 -3.60 8.06
H17 7.69 -5.38 7.48
H18 7.44 -6.75 5.46
H19 5.50 -6.51 4.07

Charge ... -3
Electronic energy ... -3150.258924 a.u.
ΔE to the lowest compared entry with this formula, charge and spin ... 434.2 kJ/mol
Kohn-Sham gap ... 1.48 eV

---

Here is a structure of composition C30H19IrN5O13S5 in a non-equilibrium geometry from the Open Molecules 2025 dataset. Energies are from the ωB97M-V functional and the def2-TZVPD basis.

Cartesian coordinates (Å):
Ir1 -1.66 0.80 0.43
O1 -1.45 -0.29 7.32
C1 -1.57 -0.12 6.14
S1 -1.84 1.48 5.40
C2 -1.81 0.95 3.75
C3 -1.64 -0.44 3.53
S2 -1.61 -1.18 2.04
S3 -1.50 -1.44 4.95
S4 -1.99 2.11 2.56
O2 -2.37 1.11 -3.65
S5 -3.50 1.33 -2.79
O3 -4.13 2.61 -2.80
N1 -3.17 0.87 -1.23
C4 -3.94 -0.16 -0.83
O4 -3.80 -0.59 0.33
C5 -4.86 -0.67 -1.88
C6 -5.74 -1.72 -1.81
C7 -6.48 -2.02 -2.95
C8 -6.32 -1.28 -4.12
C9 -5.43 -0.22 -4.18
C10 -4.70 0.06 -3.04
H1 -5.85 -2.29 -0.89
H2 -7.18 -2.84 -2.93
H3 -6.91 -1.53 -4.99
H4 -5.30 0.36 -5.09
O5 2.83 3.75 -5.59
N2 2.25 4.23 -4.63
O6 2.26 5.41 -4.33
C11 1.49 3.31 -3.78
C12 0.89 3.78 -2.64
C13 0.18 2.91 -1.84
C14 0.10 1.50 -2.09
O7 -0.38 0.64 -1.30
C15 0.72 1.11 -3.32
C16 1.38 1.97 -4.14
N3 0.66 -0.29 -3.79
O8 0.54 -1.19 -2.98
O9 0.78 -0.47 -4.99
N4 -0.48 3.52 -0.70
O10 -0.01 4.51 -0.19
O11 -1.55 3.04 -0.29
H5 0.95 4.83 -2.39
H6 1.82 1.62 -5.06
C17 2.41 -0.44 4.27
O12 1.86 -1.20 3.20
C18 2.35 -2.44 2.99
C19 3.12 -3.14 3.91
C20 3.50 -4.45 3.66
C21 3.11 -5.08 2.48
C22 2.38 -4.36 1.55
C23 2.02 -3.05 1.78
N5 1.24 -2.38 0.78
C24 1.20 -1.10 0.46
C25 2.16 -0.12 0.76
C26 3.54 -0.44 0.91
C27 4.47 0.55 0.99
C28 4.04 1.91 0.93
C29 2.72 2.23 0.81
C30 1.71 1.22 0.81
O13 0.49 1.52 0.86
H7 1.94 0.54 4.21
H8 3.49 -0.33 4.17
H9 2.17 -0.90 5.24
H10 3.40 -2.67 4.84
H11 4.09 -4.99 4.39
H12 3.38 -6.11 2.29
H13 2.09 -4.83 0.61
H14 0.57 -2.97 0.32
H15 0.34 -0.81 -0.15
H16 3.85 -1.48 0.89
H17 5.53 0.32 1.07
H18 4.77 2.70 0.96
H19 2.38 3.26 0.78

2S+1 ... 6
Electronic energy ... -4501.394673 a.u.
ΔE to the lowest compared entry with this formula, charge and spin ... 77.0 kJ/mol
Kohn-Sham gap (spin up / spin down) ... 7.08 / 5.65 eV

---

Here is a cluster of 3 separate species, C30H21B2F3O5 in total in a non-equilibrium geometry from the Open Molecules 2025 dataset. Energies are from the ωB97M-V functional and the def2-TZVPD basis.

Cartesian coordinates (Å):
C1 4.03 -0.50 3.46
B1 2.98 -1.65 3.60
O1 3.18 -2.93 3.07
B2 1.52 -1.33 4.37
C2 0.35 -0.73 3.43
F1 -0.17 -1.72 2.71
F2 0.83 0.14 2.55
F3 -0.64 -0.13 4.02
H1 3.83 -0.02 2.51
H2 5.04 -0.88 3.50
H3 3.87 0.27 4.20
H4 2.58 -3.05 2.32
H5 1.31 -1.53 5.53
C3 6.15 6.19 -2.05
C4 6.45 5.74 -0.77
C5 5.92 4.54 -0.31
C6 5.08 3.80 -1.12
C7 4.76 4.26 -2.40
C8 5.31 5.45 -2.86
C9 3.83 3.50 -3.28
O2 3.56 3.89 -4.39
C10 3.24 2.24 -2.75
C11 2.32 1.54 -3.53
C12 1.77 0.36 -3.05
C13 2.13 -0.12 -1.80
C14 3.04 0.57 -1.02
C15 3.59 1.75 -1.49
C16 4.54 2.50 -0.62
O3 4.85 2.08 0.47
H6 6.57 7.12 -2.41
H7 7.10 6.32 -0.13
H8 6.16 4.19 0.69
H9 5.06 5.80 -3.86
H10 2.05 1.92 -4.50
H11 1.05 -0.18 -3.66
H12 1.69 -1.04 -1.43
H13 3.32 0.20 -0.04
C17 -7.67 -1.59 -2.77
C18 -6.52 -0.91 -3.16
C19 -5.37 -0.97 -2.40
C20 -5.36 -1.72 -1.22
C21 -6.52 -2.39 -0.81
C22 -7.67 -2.33 -1.59
C23 -6.55 -3.16 0.46
O4 -7.55 -3.75 0.81
C24 -5.32 -3.18 1.29
C25 -5.33 -3.85 2.51
C26 -4.19 -3.89 3.29
C27 -3.02 -3.27 2.86
C28 -3.00 -2.60 1.65
C29 -4.15 -2.55 0.87
C30 -4.11 -1.79 -0.42
O5 -3.09 -1.26 -0.80
H14 -8.56 -1.54 -3.37
H15 -6.53 -0.32 -4.07
H16 -4.48 -0.45 -2.70
H17 -8.56 -2.85 -1.28
H18 -6.24 -4.34 2.84
H19 -4.21 -4.41 4.24
H20 -2.13 -3.31 3.47
H21 -2.10 -2.11 1.31

Electronic energy ... -1881.369038 a.u.
SMILES string ... O=C1c2ccccc2C(=O)c2ccccc21.O=C1c2ccccc2C(=O)c2ccccc21.CB(O)BC(F)(F)F
Kohn-Sham gap ... 8.83 eV

---

Here is a structure of composition C30H21Cl2CsN4O5S2 from the Open Molecules 2025 dataset. Energies are from the ωB97M-V functional and the def2-TZVPD basis.

Cartesian coordinates (Å):
Cs1 -1.22 0.24 0.11
S1 5.98 -3.44 3.02
N1 5.09 -2.22 3.61
C1 4.26 -1.84 2.66
C2 3.28 -0.78 2.75
C3 3.07 -0.03 3.92
C4 2.12 0.95 3.90
C5 1.41 1.20 2.72
N2 1.61 0.50 1.61
C6 2.50 -0.49 1.62
C7 2.64 -1.29 0.38
N3 1.81 -0.99 -0.63
C8 1.90 -1.70 -1.74
C9 2.82 -2.74 -1.93
C10 3.67 -3.05 -0.89
C11 3.58 -2.32 0.29
C12 4.41 -2.59 1.45
N4 5.35 -3.52 1.52
H1 3.64 -0.26 4.80
H2 1.88 1.53 4.79
H3 0.66 1.99 2.65
H4 1.19 -1.48 -2.53
H5 2.82 -3.28 -2.86
H6 4.39 -3.86 -0.97
Cl1 -4.74 -5.57 -5.23
C13 -3.60 -4.54 -4.37
C14 -3.96 -4.02 -3.12
C15 -3.09 -3.22 -2.44
Cl2 -3.55 -2.60 -0.88
C16 -1.78 -2.83 -2.94
O1 -1.03 -2.08 -2.29
C17 -1.46 -3.43 -4.22
C18 -0.18 -3.25 -4.89
O2 0.80 -2.64 -4.53
C19 -2.38 -4.25 -4.90
H7 -4.93 -4.26 -2.68
H8 -0.17 -3.74 -5.90
H9 -2.10 -4.66 -5.86
O3 -2.85 2.75 0.85
C20 -1.92 2.91 1.69
O4 -0.69 2.94 1.42
C21 -2.31 3.09 3.14
C22 -2.76 4.34 3.55
C23 -3.11 4.61 4.87
C24 -2.99 3.58 5.80
C25 -2.56 2.33 5.40
C26 -2.20 2.03 4.07
S2 -1.69 0.41 3.64
H10 -2.85 5.13 2.80
H11 -3.45 5.59 5.16
H12 -3.26 3.75 6.84
H13 -2.48 1.52 6.13
C27 -1.03 3.30 -2.12
C28 -0.76 2.10 -3.06
C29 0.75 1.88 -2.91
O5 1.28 3.16 -2.61
C30 0.37 3.69 -1.64
H14 -1.68 3.06 -1.27
H15 -1.50 4.12 -2.67
H16 -0.99 2.36 -4.10
H17 -1.33 1.21 -2.82
H18 1.24 1.51 -3.82
H19 0.97 1.18 -2.09
H20 0.54 4.76 -1.58
H21 0.56 3.25 -0.65

Charge ... -2
Electronic energy ... -3488.127426 a.u.
ΔE to the lowest compared entry with this formula, charge and spin ... 0.0 kJ/mol
Kohn-Sham gap ... 4.74 eV

---

Here is a structure of composition C30H21Cl2GeN4O2Sc from the Open Molecules 2025 dataset. Energies are from the ωB97M-V functional and the def2-TZVPD basis.

Cartesian coordinates (Å):
Sc1 -0.10 -0.01 0.05
Cl1 2.09 -5.17 -3.99
C1 1.63 -4.24 -2.65
C2 1.42 -2.89 -2.80
C3 1.03 -2.14 -1.69
N1 0.82 -0.79 -1.66
C4 1.32 0.09 -2.63
O1 1.90 -0.21 -3.64
C5 1.14 1.54 -2.24
C6 1.69 2.53 -3.03
C7 1.55 3.85 -2.63
C8 0.86 4.14 -1.46
C9 0.35 3.09 -0.72
N2 0.49 1.81 -1.10
C10 0.86 -2.79 -0.39
C11 1.10 -4.15 -0.26
C12 1.48 -4.88 -1.37
Cl2 1.75 -6.54 -1.22
N3 0.51 -1.93 0.62
C13 0.75 -2.19 1.96
O2 1.16 -3.22 2.43
C14 0.52 -0.99 2.85
C15 0.84 -1.05 4.19
C16 0.65 0.09 4.96
C17 0.16 1.24 4.37
C18 -0.11 1.23 3.02
N4 0.07 0.14 2.26
H1 1.55 -2.43 -3.76
H2 2.22 2.24 -3.94
H3 1.97 4.65 -3.23
H4 0.73 5.15 -1.12
H5 -0.19 3.27 0.20
H6 1.00 -4.64 0.70
H7 1.21 -1.98 4.60
H8 0.89 0.07 6.02
H9 0.00 2.14 4.95
H10 -0.51 2.11 2.53
Ge1 -2.89 -0.10 -0.31
C19 -3.38 0.24 1.51
C20 -3.09 -0.65 2.56
C21 -3.58 -0.40 3.83
C22 -4.34 0.74 4.07
C23 -4.61 1.64 3.05
C24 -4.12 1.40 1.77
C25 -2.93 -1.87 -1.03
C26 -2.54 -3.02 -0.32
C27 -2.71 -4.27 -0.88
C28 -3.25 -4.40 -2.15
C29 -3.62 -3.27 -2.87
C30 -3.45 -2.01 -2.33
H11 -3.53 0.92 -1.25
H12 -2.52 -1.55 2.38
H13 -3.39 -1.10 4.63
H14 -4.72 0.93 5.07
H15 -5.20 2.52 3.24
H16 -4.34 2.10 0.98
H17 -2.12 -2.94 0.67
H18 -2.43 -5.15 -0.32
H19 -3.39 -5.38 -2.59
H20 -4.05 -3.38 -3.86
H21 -3.74 -1.14 -2.90

Charge ... +2
Electronic energy ... -5282.908387 a.u.
Kohn-Sham gap (spin up / spin down) ... 5.78 / 5.38 eV

---

Here is a structure of composition C30H21Cl4NO2OsP2 from the Open Molecules 2025 dataset. Energies are from the ωB97M-V functional and the def2-TZVPD basis.

Cartesian coordinates (Å):
Os1 -0.69 -0.19 0.17
Cl1 3.76 4.89 0.12
C1 3.04 3.39 -0.09
C2 3.78 2.34 -0.75
Cl2 5.36 2.65 -1.29
C3 3.21 1.11 -0.93
Cl3 4.01 -0.18 -1.69
C4 1.88 0.90 -0.47
O1 1.26 -0.22 -0.61
C5 1.16 1.95 0.19
O2 -0.08 1.64 0.57
C6 1.73 3.19 0.37
Cl4 0.84 4.42 1.15
N1 -2.57 -2.31 1.09
P1 -2.95 -0.71 0.68
C7 -3.69 0.17 2.03
C8 -5.06 0.05 2.28
C9 -5.61 0.68 3.39
C10 -4.81 1.44 4.23
C11 -3.45 1.58 3.97
C12 -2.89 0.94 2.88
C13 -4.08 -0.74 -0.71
C14 -4.22 -1.88 -1.49
C15 -5.05 -1.86 -2.60
C16 -5.73 -0.69 -2.93
C17 -5.58 0.45 -2.16
C18 -4.76 0.44 -1.05
P2 -0.91 -2.41 0.88
C19 -0.44 -3.80 -0.11
C20 -0.04 -5.00 0.48
C21 0.26 -6.09 -0.33
C22 0.16 -5.98 -1.71
C23 -0.24 -4.79 -2.30
C24 -0.54 -3.70 -1.51
C25 -0.06 -2.42 2.44
C26 -0.74 -2.18 3.64
C27 -0.03 -2.13 4.83
C28 1.35 -2.30 4.82
C29 2.03 -2.52 3.63
C30 1.33 -2.59 2.44
H1 -3.21 -3.04 1.38
H2 -5.69 -0.53 1.62
H3 -6.67 0.59 3.59
H4 -5.24 1.94 5.08
H5 -2.83 2.18 4.62
H6 -1.83 1.06 2.68
H7 -3.69 -2.79 -1.23
H8 -5.18 -2.75 -3.20
H9 -6.38 -0.68 -3.79
H10 -6.11 1.36 -2.42
H11 -4.65 1.33 -0.44
H12 0.05 -5.08 1.56
H13 0.58 -7.02 0.12
H14 0.40 -6.83 -2.33
H15 -0.30 -4.71 -3.38
H16 -0.85 -2.76 -1.97
H17 -1.81 -2.04 3.64
H18 -0.55 -1.96 5.76
H19 1.90 -2.26 5.75
H20 3.11 -2.66 3.63
H21 1.86 -2.77 1.51

Charge ... +2
2S+1 ... 5
Electronic energy ... -3974.639596 a.u.
Kohn-Sham gap (spin up / spin down) ... 8.05 / 5.76 eV